(1)
45
Properties=species:S:1:pos:R:3:mulliken_charge:R:1 method="wB97M-V/def2-TZVPD" e_homo_ev=-8.00 smiles="Cc1cc2ncnn2cc1Nc1ncc2c(n1)n([C@H]1CCOC1)c(=O)n2C" mol_weight_da=366.385 relative_energy_kj_mol=112.72 orbital_gap_ev=8.490
C 1.833 -3.907 2.709 -1.867
C 1.076 -3.735 1.429 1.413
C 1.139 -4.796 0.487 -0.775
C 0.440 -4.535 -0.767 0.368
N 0.214 -5.332 -1.750 -0.789
C -0.873 -4.741 -2.455 -0.154
N -1.299 -3.660 -1.887 -1.207
N -0.503 -3.544 -0.778 0.747
C -0.550 -2.512 0.131 -0.388
C 0.401 -2.507 1.123 -0.234
N 0.496 -1.361 1.840 -0.164
C 0.842 -0.180 1.291 0.205
N 1.989 0.370 1.645 -0.585
C 2.377 1.460 1.110 -0.528
C 1.446 2.288 0.367 0.466
C 0.265 1.703 0.037 0.434
N 0.021 0.474 0.465 -0.182
N -0.379 2.659 -0.766 0.234
C -1.728 2.603 -1.360 0.003
C -2.532 1.376 -1.344 -0.797
C -3.575 1.363 -0.214 -0.353
O -3.138 2.455 0.544 -0.453
C -2.611 3.432 -0.375 -0.694
C 0.476 3.711 -0.998 0.210
O 0.292 4.688 -1.723 -0.690
N 1.667 3.512 -0.284 0.042
C 2.914 4.270 -0.569 -0.943
H 1.192 -3.623 3.577 0.380
H 2.153 -4.880 2.817 0.443
H 2.771 -3.249 2.712 0.336
H 1.690 -5.742 0.718 0.350
H -1.327 -5.212 -3.308 0.429
H -1.193 -1.648 0.076 0.786
H 1.074 -1.574 2.670 0.316
H 3.346 1.801 1.296 0.377
H -1.747 2.987 -2.383 0.544
H -1.915 0.432 -1.265 0.067
H -3.066 1.402 -2.293 0.427
H -4.487 1.665 -0.706 0.317
H -3.587 0.502 0.479 0.279
H -2.087 4.186 0.267 0.380
H -3.369 3.963 -0.960 0.293
H 3.498 4.056 -1.465 0.325
H 2.766 5.394 -0.435 0.297
H 3.588 3.988 0.294 0.336

---

(2)
45
Properties=species:S:1:pos:R:3:mulliken_charge:R:1 method="wB97M-V/def2-TZVPD" charge=+1 e_homo_ev=-11.80 mol_weight_da=373.024 relative_energy_kj_mol=0.00 orbital_gap_ev=8.054
C -0.905 6.353 -3.879 -1.075
C -0.979 5.548 -2.588 -0.169
O 0.341 4.973 -2.307 -0.280
B 0.557 4.358 -1.152 0.534
O 1.147 4.796 -0.028 -0.415
S 0.102 2.446 -1.041 -0.100
C 1.594 1.593 -1.626 -0.502
B 1.329 0.350 -2.617 0.532
O 0.174 -0.345 -2.642 -0.534
O 2.377 -0.046 -3.401 -0.488
H -1.267 7.368 -3.718 0.319
H -1.522 5.912 -4.660 0.308
H 0.127 6.414 -4.221 0.314
H -1.701 4.731 -2.668 0.272
H -1.264 6.175 -1.743 0.302
H 0.603 5.027 0.736 0.359
H -0.707 2.317 -2.105 0.215
H 2.057 1.205 -0.714 0.412
H 2.284 2.309 -2.070 0.393
H -0.495 -0.105 -1.986 0.266
H 2.467 0.362 -4.269 0.325
C 2.135 -3.566 -0.784 -0.634
C 2.477 -4.617 0.062 -0.478
C 1.797 -4.809 1.256 -0.721
C 0.776 -3.941 1.623 0.492
C 0.447 -2.879 0.785 0.254
C 1.115 -2.708 -0.415 -0.772
C -0.600 -1.882 1.139 0.530
O -0.853 -0.942 0.397 -0.681
C -1.305 -2.064 2.433 0.127
C -2.269 -1.140 2.819 -0.497
C -2.942 -1.300 4.018 -0.538
C -2.659 -2.388 4.835 -0.508
C -1.696 -3.311 4.459 -0.570
C -1.013 -3.153 3.262 0.169
C 0.037 -4.156 2.901 0.510
O 0.278 -5.100 3.616 -0.636
H 2.658 -3.424 -1.721 0.467
H 3.275 -5.294 -0.214 0.398
H 2.048 -5.628 1.917 0.513
H 0.803 -1.883 -1.030 0.839
H -2.483 -0.303 2.169 0.438
H -3.692 -0.580 4.317 0.406
H -3.189 -2.514 5.769 0.408
H -1.462 -4.160 5.086 0.496

---

(3)
46
Properties=species:S:1:pos:R:3:mulliken_charge:R:1 method="wB97M-V/def2-TZVPD" e_homo_ev=-8.69 mol_weight_da=390.269 relative_energy_kj_mol=0.00 orbital_gap_ev=8.899
H -0.138 2.915 0.660 0.500
N 0.274 1.731 -1.033 -0.228
B 0.862 0.866 -3.335 -0.294
N 0.755 2.018 -2.296 -0.024
C 0.987 3.338 -2.412 -0.121
Ca -0.560 -0.493 -0.350 2.032
H 1.364 3.738 -3.341 0.445
C 0.651 3.942 -1.197 -1.193
H 0.707 4.981 -0.947 0.389
C 0.214 2.891 -0.362 -0.199
H 1.240 1.272 -4.391 -0.128
C -1.853 -2.128 0.205 -1.203
H -2.324 -2.463 1.129 0.420
H -0.801 -2.478 0.254 0.384
H -2.360 -2.567 -0.654 0.434
N -0.562 0.248 -3.425 0.288
N 1.809 -0.228 -2.772 0.071
N -1.208 -0.288 -2.294 -0.806
N 1.516 -0.848 -1.571 -0.256
C -1.380 0.191 -4.484 -0.056
C 2.956 -0.717 -3.275 -0.136
H -1.035 0.576 -5.433 0.459
H 3.327 -0.345 -4.218 0.440
C -2.584 -0.396 -4.092 -1.204
C 3.443 -1.677 -2.386 -1.159
C -2.441 -0.686 -2.729 -0.066
C 2.514 -1.714 -1.326 -0.218
H -3.442 -0.586 -4.705 0.406
H 4.336 -2.261 -2.486 0.384
H -3.144 -1.157 -2.053 0.445
H 2.527 -2.303 -0.417 0.501
H -2.070 -0.903 0.220 0.342
O 0.656 -0.991 1.703 -0.836
C -0.105 -0.174 2.322 1.169
O -0.902 0.649 1.739 -0.945
C -0.142 -0.225 3.822 0.094
C -0.907 0.706 4.536 -0.246
C -1.048 0.587 5.921 -0.535
C -0.416 -0.466 6.601 -0.339
C 0.370 -1.386 5.890 -0.546
C 0.514 -1.258 4.506 -0.306
H -1.399 1.509 3.984 0.372
H -1.655 1.312 6.465 0.365
H -0.534 -0.568 7.681 0.368
H 0.868 -2.206 6.410 0.362
H 1.122 -1.959 3.932 0.375

---

(4)
42
Properties=species:S:1:pos:R:3:mulliken_charge:R:1 method="wB97M-V/def2-TZVPD" e_homo_ev=-8.26 mol_weight_da=331.608 relative_energy_kj_mol=185.32 orbital_gap_ev=8.854
Cl 0.284 1.217 -1.642 -0.172
O -4.904 -1.676 -0.223 -0.655
O 0.703 -0.639 0.494 -0.417
O -5.323 0.456 0.828 -0.402
B -4.400 -0.452 0.360 0.591
C 3.159 -0.403 0.352 -0.989
C -0.622 1.233 1.228 -0.535
C -1.935 1.770 1.365 -0.610
C 4.248 0.422 0.009 -0.332
C 2.870 1.869 -1.273 -0.817
C 1.779 1.186 -0.827 0.700
C 1.866 0.054 0.007 0.156
C -0.528 -0.095 0.784 -0.002
C -2.951 -0.201 0.493 0.804
C -3.079 1.120 0.934 -0.064
C 4.118 1.559 -0.769 0.388
C -1.672 -0.896 0.509 -0.192
N 6.568 1.721 -0.789 -0.617
C -4.494 1.517 1.078 -0.590
C 5.326 2.337 -1.221 -0.473
C -2.591 -3.253 0.985 -1.751
C -1.622 -2.721 -1.263 -1.314
C -1.542 -2.457 0.240 0.504
H -5.841 -1.825 -0.022 0.257
H 3.290 -1.335 0.856 0.491
H 0.239 1.832 1.424 0.559
H -2.189 2.809 1.561 0.382
H 5.210 0.096 0.403 0.416
H 2.622 2.691 -1.923 0.393
H 6.694 0.875 -1.262 0.206
H 7.345 2.300 -1.090 0.249
H -4.578 2.302 0.295 0.253
H -4.621 1.880 2.087 0.342
H 5.291 3.382 -0.770 0.277
H 5.324 2.544 -2.343 0.313
H -2.410 -4.284 1.170 0.428
H -2.651 -2.788 1.954 0.367
H -3.457 -3.122 0.424 0.420
H -1.765 -3.772 -1.573 0.396
H -0.706 -2.305 -1.698 0.317
H -2.469 -2.203 -1.768 0.239
H -0.586 -2.744 0.613 0.486

---

(5)
41
Properties=species:S:1:pos:R:3:mulliken_charge:R:1 method="wB97M-V/def2-TZVPD" e_homo_ev=-8.67 smiles=CN(Cc1ccc(Br)cc1)C[C@@H](O)COc1cccc(Br)c1 mol_weight_da=429.152 relative_energy_kj_mol=0.00 orbital_gap_ev=9.323
C 3.422 -1.873 -1.027 -1.145
N 2.084 -1.326 -0.918 0.336
C 2.098 0.091 -0.582 -1.194
C 0.956 0.858 -1.197 0.189
C 0.395 1.944 -0.537 -0.207
C -0.598 2.700 -1.135 -0.633
C -1.042 2.351 -2.397 -0.035
Br -2.394 3.398 -3.237 -0.182
C -0.512 1.260 -3.066 -0.675
C 0.492 0.525 -2.466 0.128
C 1.268 -2.099 -0.002 -1.302
C -0.237 -1.908 -0.227 1.860
O -0.712 -2.564 -1.373 -0.591
C -1.006 -2.362 1.034 -1.258
O -0.725 -1.526 2.135 -0.510
C -1.192 -0.249 2.143 0.749
C -0.665 0.581 3.135 -0.473
C -1.083 1.891 3.248 -0.557
C -2.034 2.407 2.382 -0.447
C -2.554 1.574 1.409 -0.423
Br -3.873 2.246 0.212 -0.130
C -2.147 0.259 1.268 -0.063
H 3.358 -2.908 -1.362 0.345
H 3.978 -1.310 -1.774 0.364
H 3.978 -1.846 -0.077 0.396
H 3.023 0.523 -0.977 0.494
H 2.103 0.249 0.511 0.318
H 0.738 2.209 0.454 0.387
H -1.020 3.553 -0.626 0.549
H -0.876 0.995 -4.046 0.433
H 0.915 -0.331 -2.966 0.365
H 1.491 -1.845 1.051 0.402
H 1.500 -3.159 -0.146 0.510
H -0.447 -0.850 -0.398 -0.887
H -0.383 -3.470 -1.383 0.422
H -0.675 -3.357 1.345 0.447
H -2.079 -2.405 0.817 0.335
H 0.069 0.170 3.809 0.440
H -0.666 2.522 4.018 0.389
H -2.367 3.429 2.465 0.459
H -2.583 -0.345 0.488 0.395

---

(6)
45
Properties=species:S:1:pos:R:3:mulliken_charge:R:1 method="wB97M-V/def2-TZVPD" e_homo_ev=-8.84 smiles="Cn1c(CNC(=O)CCNC(=O)c2cccc(Br)c2)cc(=O)n(C)c1=O" mol_weight_da=423.267 relative_energy_kj_mol=0.00 orbital_gap_ev=9.061
C -0.132 3.792 -1.439 -1.204
N -0.396 2.717 -0.505 -0.133
C 0.524 1.741 -0.250 1.192
C 1.834 1.781 -1.005 -1.258
N 2.518 0.514 -0.999 -0.117
C 3.388 0.211 -0.010 0.494
O 3.780 1.036 0.790 -0.661
C 3.919 -1.219 0.027 -0.370
C 3.090 -2.308 -0.657 -1.052
N 1.734 -2.403 -0.159 0.002
C 0.668 -2.025 -0.896 0.426
O 0.807 -1.512 -2.000 -0.757
C -0.674 -2.211 -0.284 0.360
C -0.942 -3.068 0.778 -0.119
C -2.218 -3.134 1.309 -0.934
C -3.240 -2.357 0.793 -0.300
C -2.969 -1.525 -0.278 -0.135
Br -4.360 -0.458 -1.014 -0.147
C -1.705 -1.446 -0.823 -0.646
C 0.261 0.779 0.660 -0.211
C -0.991 0.713 1.366 -0.093
O -1.297 -0.154 2.164 -0.661
N -1.872 1.744 1.047 0.151
C -3.156 1.799 1.723 -1.239
C -1.620 2.761 0.161 0.639
O -2.416 3.649 -0.039 -0.677
H -0.088 3.417 -2.462 0.332
H 0.799 4.299 -1.190 0.375
H -0.962 4.494 -1.359 0.404
H 1.667 2.077 -2.042 0.534
H 2.496 2.510 -0.521 0.372
H 2.098 -0.211 -1.572 0.325
H 4.912 -1.202 -0.429 0.351
H 4.060 -1.462 1.083 0.305
H 3.024 -2.133 -1.733 0.413
H 3.586 -3.271 -0.498 0.424
H 1.603 -2.720 0.788 0.252
H -0.171 -3.700 1.193 0.438
H -2.420 -3.791 2.141 0.404
H -4.231 -2.396 1.218 0.459
H -1.491 -0.795 -1.658 0.563
H 0.991 0.030 0.907 0.442
H -3.252 0.892 2.316 0.356
H -3.956 1.869 0.987 0.373
H -3.199 2.676 2.369 0.327

---

(7)
43
Properties=species:S:1:pos:R:3:mulliken_charge:R:1 method="wB97M-V/def2-TZVPD" e_homo_ev=-6.48 mol_weight_da=386.965 relative_energy_kj_mol=39.26 orbital_gap_ev=5.815
Ca 1.144 0.380 -0.402 1.617
C -0.406 -4.578 2.256 -1.070
C 0.646 -4.817 1.179 -0.399
N 1.557 -3.710 1.017 -0.186
C 1.354 -2.620 0.254 0.550
S 2.757 -1.646 0.072 -0.707
N 0.151 -2.449 -0.263 -0.521
N -0.070 -1.312 -0.918 -0.381
C -1.247 -1.038 -1.397 0.553
C -2.405 -1.985 -1.253 -1.420
C -1.424 0.281 -1.973 0.583
C -2.655 0.723 -2.489 -0.664
C -2.773 2.015 -2.953 -0.418
C -1.666 2.859 -2.901 -0.700
C -0.485 2.354 -2.389 -0.136
N -0.361 1.115 -1.941 -0.380
H -0.983 -5.485 2.414 0.348
H -1.074 -3.782 1.945 0.257
H 0.059 -4.294 3.195 0.306
H 0.149 -4.984 0.222 0.269
H 1.244 -5.695 1.429 0.403
H 2.471 -3.752 1.440 0.189
H -2.040 -2.866 -0.725 0.297
H -2.803 -2.283 -2.223 0.358
H -3.202 -1.519 -0.674 0.355
H -3.501 0.054 -2.524 0.383
H -3.716 2.373 -3.339 0.428
H -1.723 3.880 -3.243 0.421
H 0.403 2.977 -2.336 0.499
Cl 3.899 5.352 0.547 -0.254
C 2.712 4.145 0.950 0.331
C 3.105 2.991 1.622 -0.447
C 2.172 2.022 1.901 -0.282
C 0.829 2.141 1.476 -0.140
C -0.065 1.027 1.544 -1.360
C 0.453 3.368 0.889 -0.331
C 1.381 4.348 0.615 -0.596
H 4.134 2.873 1.935 0.432
H 2.473 1.121 2.432 0.383
H -1.121 1.285 1.468 0.274
H 0.134 0.328 2.359 0.330
H -0.588 3.529 0.631 0.394
H 1.079 5.276 0.148 0.435

---

(8)
45
Properties=species:S:1:pos:R:3:mulliken_charge:R:1 method="wB97M-V/def2-TZVPD" e_homo_ev=-8.28 smiles="COP(=O)(CN(Cc1ccccc1Cl)C(=S)Nc1ccccc1Cl)OC" mol_weight_da=433.297 orbital_gap_ev=8.429
C -3.837 -1.986 -1.042 -0.749
O -2.586 -2.571 -1.999 -0.462
P -1.351 -1.574 -2.097 1.256
O -1.593 -0.012 -1.947 -0.708
C -0.122 -2.564 -0.944 -1.472
N 0.256 -1.589 0.063 0.607
C 0.175 -1.618 1.398 -2.171
C -0.714 -0.700 2.181 0.930
C -1.377 0.159 1.388 0.794
C -2.323 1.168 1.983 -1.027
C -2.145 1.357 3.292 -0.186
C -1.395 0.525 4.097 -0.432
C -0.841 -0.545 3.592 0.053
Cl 0.418 -1.662 4.475 -0.249
C 1.214 -0.717 -0.555 0.031
S 1.421 -0.640 -2.183 -0.468
N 1.622 0.438 0.089 0.143
C 2.393 1.545 -0.044 0.888
C 3.222 1.378 -1.067 -0.760
C 4.013 2.721 -1.199 -0.536
C 4.123 3.643 -0.286 -0.596
C 3.058 3.766 0.857 -1.130
C 2.249 2.515 0.960 0.480
Cl 1.146 2.593 2.295 -0.165
O -0.940 -2.312 -3.454 -0.358
C -0.601 -1.374 -4.475 -1.007
H -4.789 -2.445 -1.470 0.235
H -3.852 -1.071 -1.005 0.474
H -3.581 -2.451 -0.039 0.241
H -0.827 -3.097 -0.291 0.423
H 0.486 -3.154 -1.247 0.838
H 1.074 -1.389 2.021 0.625
H -0.141 -2.563 1.736 0.606
H -1.592 0.248 0.146 -0.079
H -2.981 1.920 1.534 0.358
H -2.884 2.070 3.887 0.200
H -1.602 0.762 5.160 0.364
H 1.056 0.610 1.125 -0.404
H 3.251 0.606 -1.690 0.917
H 4.904 2.734 -2.195 0.150
H 4.627 4.489 -0.496 0.482
H 3.152 4.181 1.614 0.747
H -1.274 -1.561 -5.469 0.172
H 0.273 -1.485 -4.624 0.511
H -0.783 -0.346 -4.073 0.432